--- a ---
2
Properties=species:S:1:pos:R:3 method="wB97M-V/def2-TZVPD" charge=0 e_homo_ev=-8.95 multiplicity=1
S 0.0000 0.0000 -1.0671
S 0.0000 0.0000 1.0671

--- b ---
2
Properties=species:S:1:pos:R:3 method="wB97M-V/def2-TZVPD" charge=0 e_homo_ev=-9.88 multiplicity=1
S 0.0000 0.0000 1.5078
S 0.0000 0.0000 -1.5078

--- c ---
2
Properties=species:S:1:pos:R:3 method="wB97M-V/def2-TZVPD" charge=0 e_homo_ev=-9.74 multiplicity=1
S -1.4399 -0.1013 -0.6518
S 1.4399 0.1013 0.6518

--- d ---
2
Properties=species:S:1:pos:R:3 method="wB97M-V/def2-TZVPD" charge=0 e_homo_ev=-9.69 multiplicity=1
S 0.0000 0.0000 1.2752
S 0.0000 0.0000 -1.2752

Stability check: which of them is least stable? c.

--- a ---
19
Properties=species:S:1:pos:R:3 method="wB97M-V/def2-TZVPD" charge=+2 e_homo_ev="-19.00 / -19.00" multiplicity=1
N 1.0906 0.6483 0.7174
N -0.9698 -1.0811 -1.7510
N 2.3039 0.2369 -1.2252
C -1.3555 1.2284 0.2498
C 2.1943 0.5923 -0.0004
C -0.6747 -1.0698 1.2945
C -0.2076 -0.5479 -0.9642
C -0.2267 0.1018 0.3221
H -1.8349 -1.6075 -1.4690
H -0.3119 -1.9846 0.7541
H -1.7862 -1.0549 1.3746
H -1.8223 1.1880 -0.6702
H -2.1221 0.9451 0.9436
H 3.1692 0.2506 -1.5665
H -0.5461 -1.4622 -2.6262
H 3.0192 1.0983 0.5307
H 1.1874 1.0389 1.6189
H -1.0280 2.2740 0.3026
H -0.0784 -0.7946 2.1645

--- b ---
19
Properties=species:S:1:pos:R:3 method="wB97M-V/def2-TZVPD" charge=+2 e_homo_ev="-18.72 / -18.72" multiplicity=1
N -0.4294 -1.1316 -0.5619
N 0.8210 1.1671 -0.4049
N 2.9378 0.4087 0.1363
C 0.9767 -1.1225 0.1655
C -1.1852 -0.0624 -0.1470
C 1.6669 0.3011 -0.0565
C -2.3788 0.6401 -0.5332
C -2.0964 0.4101 0.9423
H -1.6344 1.2649 1.4972
H 0.7223 2.1816 -0.0725
H -2.4366 -0.5043 1.4834
H 1.7036 -1.9807 -0.1428
H -3.0741 0.1962 -1.2267
H 3.4703 -0.3467 0.5662
H 3.4522 1.3164 -0.0906
H -0.6766 -2.0559 -0.2410
H -0.3139 -1.1994 -1.5615
H 0.7522 -1.1645 1.2958
H -2.2777 1.6820 -1.0479

Stability check: which of them is least stable? a.

--- a ---
9
Properties=species:S:1:pos:R:3 method="wB97M-V/def2-TZVPD" charge=0 e_homo_ev=-9.44 multiplicity=1
N -1.2451 2.1067 -1.2174
C -2.3685 2.0137 -0.9633
C -0.1670 1.4215 -0.9996
C 0.9831 -0.6970 0.0364
C 0.2652 0.3716 -0.6050
C 0.4693 -1.1693 1.2067
H 0.9508 -2.0908 1.6579
H -0.4142 -0.7881 1.7076
H 1.5264 -1.1682 -0.8233

--- b ---
9
Properties=species:S:1:pos:R:3 method="wB97M-V/def2-TZVPD" charge=0 e_homo_ev=-9.87 multiplicity=1
N 2.9097 -0.0789 -0.0121
C -1.2492 0.6186 0.2075
C 4.0569 -0.4901 -0.0041
C 1.3632 0.3614 -0.0104
C -1.6997 -0.5629 -0.1002
C 0.1636 0.8002 -0.0984
H -1.7871 1.4867 0.6041
H -0.9725 -1.2489 -0.4591
H -2.7849 -0.8861 -0.1273

Stability check: which of them is least stable? b.

--- a ---
50
Properties=species:S:1:pos:R:3 method="wB97M-V/def2-TZVPD" charge=0 smiles="CCOP(=O)(OCC)OCC.CN(C)C=O.CN(C)C=O" e_homo_ev=-9.25 multiplicity=1
P -17.6924 18.6836 14.6224
O -16.0746 18.5893 14.7069
O -18.2463 18.6035 13.2616
O -18.1389 17.5019 15.5994
O -22.6989 21.6102 15.1601
O -20.9284 17.8914 19.2719
O -18.0390 20.0082 15.4300
N -23.2387 21.4261 17.3541
N -20.7936 18.7088 21.3796
C -20.0447 16.0694 15.2009
C -14.6068 19.3203 12.8913
C -19.5436 17.3473 15.8724
C -19.1306 21.7012 14.0368
C -20.0952 19.8705 20.8563
C -15.3326 18.1880 13.5459
C -21.1426 17.7842 20.4660
C -22.6097 21.0251 16.2200
C -22.8612 20.7525 18.5793
C -24.1932 22.4984 17.5034
C -20.9326 18.5930 22.8344
C -17.8474 21.2351 14.7087
H -24.3159 23.2354 16.7130
H -20.1169 18.2291 15.5660
H -23.8967 23.1348 18.3420
H -21.6792 16.9215 20.8911
H -20.1023 16.2873 14.1351
H -14.0745 19.8683 13.6903
H -21.5794 17.7775 23.1529
H -19.3787 21.2154 13.1000
H -17.4410 21.9938 15.3766
H -20.0455 20.6628 21.6122
H -14.7467 17.3159 13.8420
H -19.9491 21.5559 14.7475
H -19.0237 19.6714 20.7627
H -21.3171 19.5112 23.2670
H -19.9142 18.3251 23.1262
H -22.1117 19.9616 18.4954
H -16.0351 17.7272 12.8420
H -19.3990 15.1972 15.2932
H -21.9570 20.1617 16.4009
H -23.6725 20.2458 19.1075
H -19.6771 17.4073 16.9562
H -20.9815 15.8224 15.7032
H -17.0748 21.2003 13.9322
H -13.7443 19.0795 12.2748
H -19.0838 22.7906 13.9667
H -25.1589 22.0291 17.6990
H -22.3357 21.4493 19.2419
H -20.5052 20.3612 19.9842
H -15.2613 20.1306 12.5704

--- b ---
50
Properties=species:S:1:pos:R:3 method="wB97M-V/def2-TZVPD" charge=0 smiles="CCOP(=O)(OCC)OCC.CN(C)C=O.CN(C)C=O" e_homo_ev=-9.19 multiplicity=1
P -2.0651 -3.4831 -1.0499
O -1.4601 -3.1029 -2.4792
O -3.4154 -2.5755 -0.8844
O -1.1630 -3.3952 0.1141
O -2.6866 -4.9197 -1.3508
O -1.6399 3.6440 2.9837
O 6.7847 4.2750 1.8190
N 0.2760 2.5627 3.5693
N 5.9634 4.9738 -0.2018
C -2.4447 -7.2667 -0.7361
C -2.5959 -1.8324 -4.1375
C -2.1189 -3.2654 -3.7540
C -4.8884 -0.8331 -0.4691
C 5.7846 3.6616 -0.8159
C -2.8324 -5.8415 -0.2760
C -3.4077 -1.2735 -0.2323
C 6.4205 5.1720 1.0599
C -0.1749 1.8038 4.8423
C -0.4729 3.4403 2.8289
C 5.6209 6.1084 -0.9481
C 1.6813 2.3011 3.1843
H -5.5212 -1.7039 -0.6401
H 6.3591 3.4419 -1.7158
H 2.0026 1.2976 3.4630
H 6.1322 2.8171 -0.2208
H 1.7450 2.5200 2.1184
H 0.5430 1.9000 5.6568
H -1.4697 -7.2094 -1.2201
H -0.2269 0.7568 4.5435
H -3.2167 -1.2663 0.8408
H -1.7404 -1.1596 -4.0763
H -2.7200 -0.5926 -0.7338
H 5.4626 6.9526 -0.2770
H -2.0424 -5.7585 0.4704
H -3.0401 -7.7671 -1.4998
H -2.4737 -7.9745 0.0922
H -5.2894 -0.1572 0.2863
H 0.1099 3.7675 1.9540
H -3.0492 -1.8394 -5.1288
H -4.9317 -0.4037 -1.4700
H -2.8241 -4.0911 -3.8490
H -3.7766 -5.7770 0.2647
H 6.3181 6.2370 -1.7760
H 4.6597 6.0287 -1.4558
H 6.4168 6.2312 1.3605
H -3.2502 -1.3854 -3.3891
H 2.4096 2.9157 3.7134
H -1.2010 2.1014 5.0585
H -1.2800 -3.5805 -4.3745
H 4.7292 3.5450 -1.0620

Stability check: which of them is least stable? b.

--- a ---
123
Properties=species:S:1:pos:R:3 method="wB97M-V/def2-TZVPD" charge=+1 e_homo_ev="-8.88 / -8.88" multiplicity=3 s_squared=2.02
Te -2.8842 0.9515 0.3295
Sb 0.1629 0.8853 3.8442
Ni -0.5459 0.1557 -0.4653
S -1.7079 -0.8465 1.3438
Si -5.4666 -0.0445 2.9223
Si -5.2704 0.0091 0.5806
Si -5.9394 -2.0442 -0.3222
Si -6.3177 1.8335 -0.4575
N -0.7123 -1.8966 -1.4372
N -0.6211 1.9040 -4.6146
N 1.1945 -0.8217 0.0865
N -0.3521 1.0195 -2.3307
N 0.7964 1.7867 0.3425
C 3.3033 -1.7446 5.3002
C -2.7172 1.0973 7.2154
C -5.8728 3.4132 0.4468
C -0.7685 0.9896 -5.7487
C -8.1787 1.6508 -0.4851
C 0.1558 -2.7446 -0.8684
C -7.5991 -2.3016 0.5141
C 1.4729 3.9738 1.0108
C -4.7658 -3.4170 0.1595
C -1.7755 -2.3872 -2.0744
C 3.8437 0.3267 6.3846
C -1.0728 3.6046 3.5356
C 0.0868 3.0290 4.0625
C 0.5800 3.1083 0.3832
C 3.3337 -0.7950 1.0939
C 2.4906 -2.8028 0.1005
C 1.0731 3.8783 4.5656
C -5.6872 1.9746 -2.2194
C -4.8150 -1.6691 3.5543
C 2.1638 -0.1572 0.7089
C 1.9013 0.2055 4.9395
C -2.5430 -1.2124 6.5791
C -6.2871 -2.0775 -2.1678
C -0.4776 1.4344 -3.4007
C 2.2070 -1.1364 4.6993
C 2.7290 0.9246 5.8044
C -0.7481 3.3419 -4.8532
C -3.0955 -0.2274 7.3865
C -1.6203 -0.8694 5.5982
C -1.2340 0.4587 5.4171
C -2.0130 -3.7578 -2.1399
C 1.9153 1.2975 0.9072
C -7.2756 0.1908 3.3351
C -1.2495 4.9826 3.5221
C -4.4647 1.3384 3.6623
C -0.6499 3.6819 -0.2572
C -1.7908 1.4405 6.2360
C -0.2648 5.8142 4.0410
C -1.1493 -4.6266 -1.5096
C 3.4999 -2.1294 0.7684
C -2.7227 -1.4222 -2.7228
C 0.8948 5.2587 4.5657
C 4.1350 -1.0069 6.1305
C 1.3273 -2.1144 -0.2033
C 2.5832 3.4627 1.6408
C 2.8107 2.0950 1.5916
C -0.0373 -4.1112 -0.8584
H -8.6445 2.5574 -0.8841
H 4.1145 -0.2663 1.6183
H -4.9969 -3.7725 1.1671
H -1.2020 -1.6489 4.9676
H -1.1046 2.9727 -0.9397
H -8.1303 -3.1362 0.0470
H -4.5684 1.3586 4.7519
H -1.5107 2.4792 6.1121
H -4.7925 3.4998 0.5978
H 4.4175 -2.6400 1.0293
H 4.4803 0.9037 7.0440
H -0.0454 1.2473 -6.5225
H -6.3454 3.4478 1.4332
H -2.2703 -0.4387 -2.7970
H -0.4036 6.8883 4.0429
H -3.8133 -0.4919 8.1532
H -1.3812 3.9455 0.5097
H -8.5776 1.4853 0.5200
H 2.4971 1.9462 6.0699
H 2.6193 -3.8325 -0.2006
H -6.5602 -1.0907 -2.5517
H 2.0004 3.4794 4.9523
H 3.5091 -2.7930 5.1200
H -7.1340 -2.7450 -2.3496
H 3.6728 1.6693 2.0833
H 1.6667 5.9000 4.9737
H 3.2695 4.1127 2.1681
H -1.8582 2.9685 3.1322
H -8.2321 -1.4124 0.4254
H -1.7064 3.5539 -5.3269
H -5.4467 -2.4438 -2.7591
H -4.7603 2.3163 3.2682
H -0.3940 4.5927 -0.8012
H -3.7275 -3.0719 0.1695
H -5.9751 1.1081 -2.8215
H -7.6197 1.1767 3.0064
H -1.7752 1.0632 -6.1626
H -1.3342 -5.6934 -1.5160
H -4.8434 -4.2681 -0.5243
H -3.0051 -1.7717 -3.7181
H -8.4919 0.8103 -1.1123
H -4.5938 2.0439 -2.2405
H -7.4876 -2.5276 1.5781
H -7.4383 0.1214 4.4152
H 0.0557 3.6829 -5.5046
H -7.9065 -0.5598 2.8526
H -2.8802 -4.1237 -2.6745
H -6.0936 2.8698 -2.7005
H -0.5896 -0.0313 -5.4216
H 1.2697 5.0367 1.0137
H 4.9981 -1.4725 6.5898
H 0.6478 -4.7643 -0.3370
H -5.3968 -2.5191 3.1853
H -0.6932 3.8762 -3.9089
H -3.7781 -1.8009 3.2311
H -3.6305 -1.3204 -2.1284
H 1.5746 -1.7231 4.0370
H -4.8346 -1.6907 4.6479
H -2.1552 5.4076 3.1059
H -3.1419 1.8692 7.8450
H -6.2071 4.2890 -0.1180
H -2.8259 -2.2496 6.7136
H -3.4040 1.1892 3.4373

--- b ---
123
Properties=species:S:1:pos:R:3 method="wB97M-V/def2-TZVPD" charge=+1 e_homo_ev="-8.69 / -8.64" multiplicity=3 s_squared=2.01
Te -1.9212 0.7079 1.2087
Sb 3.4795 -2.0774 -0.1628
Ni 0.5446 0.1924 0.9549
S 2.8230 0.0525 0.3201
Si -4.5907 1.2289 -1.4878
Si -3.2753 2.4653 0.0133
Si -2.3140 4.2497 -1.1550
Si -4.5691 3.3108 1.7793
N -0.5334 -0.9700 -3.8979
N 0.7479 -0.1832 2.9634
N -0.0169 -1.9668 1.1580
N 1.1325 2.1016 1.7659
N -0.2021 -1.1410 -1.6006
C 3.6676 -2.7238 2.7736
C 1.7244 4.4665 3.0305
C -1.5531 -2.0038 -4.0940
C 3.8036 -5.4900 2.5482
C 0.0576 -0.5490 -2.7818
C 3.9050 -4.8862 3.7944
C -0.9823 3.7626 -2.3856
C 3.5540 -3.3296 1.5277
C 3.6401 -4.7140 1.4093
C 7.3400 -2.3855 -2.1965
C -4.9747 -0.4879 -0.8363
C 1.3460 3.1962 1.0348
C -3.7089 5.0581 -2.1283
C 7.6832 -1.0533 -0.2223
C -0.4815 -2.7994 0.2178
C 8.1793 -1.6498 -1.3741
C 0.1969 -2.4342 2.4006
C -6.2085 2.1263 -1.8282
C -1.7105 5.5455 0.0784
C 1.3946 -4.9388 -2.7361
C -0.1456 -0.3075 -5.1363
C 1.5365 3.3092 3.7736
C -5.7431 4.6619 1.2051
C 2.7139 -2.5071 -3.0215
C 0.7554 -1.7060 4.7686
C -0.3794 -4.6481 1.7401
C 1.8924 -4.2898 -1.6151
C 1.5711 -4.3831 -3.9961
C 5.9971 -2.5268 -1.8727
C 1.0816 0.8226 3.7701
C 6.3433 -1.1873 0.1044
C 1.2917 3.0714 -0.4560
C 0.0272 -3.7687 2.7272
C 1.2547 2.1367 3.0981
C -3.4203 4.0115 3.0917
C 1.2729 0.6073 5.1280
C 3.8483 -3.5046 3.9066
C 1.6447 4.4085 1.6536
C 0.5864 -1.4208 3.4207
C -0.9714 -2.2751 -1.1121
C -3.6228 1.0678 -3.0949
C -0.6492 -4.1564 0.4792
C -5.5568 1.8887 2.5046
C 2.5669 -3.0829 -1.7633
C 5.5013 -1.9263 -0.7221
C 1.1034 -0.6736 5.6245
C 2.2224 -3.1662 -4.1379
H -5.1993 5.5626 0.9128
H -1.2438 5.1097 0.9631
H 3.6062 -5.1942 0.4400
H 1.6028 3.3346 4.8509
H 3.9509 -3.0326 4.8756
H 0.1819 -1.0416 -5.8774
H -2.5704 6.1252 0.4233
H 2.3020 2.9368 -0.8488
H 0.6659 0.3795 -4.9182
H -2.6766 3.2652 3.3813
H -4.5623 5.2925 -1.4898
H 0.7002 2.2074 -0.7652
H 0.8701 3.9643 -0.9125
H -1.4577 3.3635 -3.2841
H 1.9362 5.4034 3.5276
H 3.8710 -6.5663 2.4597
H 3.2037 -1.5470 -3.1361
H -1.1136 -3.0030 -4.1370
H -4.0578 -1.0305 -0.6003
H -2.8926 4.8926 2.7225
H 0.6166 -2.7050 5.1519
H 9.2243 -1.5390 -1.6310
H 5.3497 -3.1109 -2.5151
H -2.0220 -1.9952 -0.9497
H -3.9781 4.3034 3.9851
H 1.8031 5.2909 1.0489
H 1.5470 1.4179 5.7857
H -6.3452 4.3409 0.3532
H -4.0983 0.3625 -3.7819
H -0.3965 4.6367 -2.6825
H 2.3486 -2.7268 -5.1182
H 0.2120 -4.1245 3.7287
H 5.9575 -0.7072 0.9969
H -6.0684 2.1923 3.4211
H -6.8700 2.0846 -0.9601
H -6.4274 4.9370 2.0115
H 3.6192 -1.6428 2.8599
H -6.3133 1.5366 1.7994
H -3.3600 5.9931 -2.5747
H 1.7477 -4.7272 -0.6358
H -2.6024 0.7289 -2.8959
H 1.1960 -4.8995 -4.8700
H -5.5624 -0.4365 0.0827
H -5.5446 -1.0600 -1.5730
H 4.0468 -5.4956 4.6774
H 8.3398 -0.4799 0.4183
H -0.9367 -3.0931 -1.8244
H -0.2959 2.9967 -2.0204
H -0.9899 0.2468 -5.5540
H -3.5533 2.0316 -3.6039
H -4.0634 4.4166 -2.9376
H -1.0064 6.2450 -0.3795
H -0.5061 -5.6993 1.9621
H -2.0549 -1.8171 -5.0421
H 7.7287 -2.8508 -3.0925
H -4.9007 1.0487 2.7417
H -6.7379 1.6765 -2.6717
H 0.1175 -0.5865 -0.8215
H 1.2414 -0.8683 6.6796
H -2.3103 -1.9653 -3.3172
H -1.0098 -4.8080 -0.3058
H -6.0360 3.1775 -2.0660
H 0.8768 -5.8832 -2.6266

Stability check: which of them is least stable? b.

--- a ---
8
Properties=species:S:1:pos:R:3 method="wB97M-V/def2-TZVPD" charge=+2 e_homo_ev="-17.87 / -17.87" multiplicity=1
Mg -1.5484 2.2219 -0.0029
F -0.3605 -2.3495 -0.5696
O 0.0188 1.1067 0.2766
C -0.3484 -1.0884 -0.8947
C 0.1929 -0.2809 0.2101
H -0.1949 -0.7025 1.1571
H 1.2055 -0.3211 -0.4183
H 1.0351 1.4139 0.2417

--- b ---
8
Properties=species:S:1:pos:R:3 method="wB97M-V/def2-TZVPD" charge=+2 e_homo_ev=-20.55 multiplicity=1
Mg -1.8621 1.1394 1.1310
F -1.0520 -1.0815 0.2287
O -0.1866 1.2564 0.0107
C 0.1710 -0.8139 -0.3791
C 0.7060 0.3398 0.3082
H -0.3390 0.2728 -1.2097
H 1.7646 0.5933 0.1953
H 0.7981 -1.7063 -0.2850

Stability check: which of them is least stable? a.